Formula: C48H102O24S8
Source: OMol25
Level of theory: wB97M-V/def2-TZVPD

Calculated values
Multiplicity = 1
Gap between HOMO and LUMO = 9.00 eV
Total charge = 0
SMILES = O=S1(=O)CCCC1.O=S1(=O)CCCC1.O=S1(=O)CCCC1.O=S1(=O)CCCC1.O=S1(=O)CCCC1.O=S1(=O)CCCC1.O=S1(=O)CCCC1.O=S1(=O)CCCC1.COCCOCCOC.COCCOCCOC.COCCOC
LUMO energy = -0.2 eV
F_max = 0.060 hartree/bohr

Each line ends with the Mulliken charge.
Geometry (Å):
C 5.075 0.533 25.881  -0.91
O 6.391 0.068 25.638  -0.22
C 6.679 -1.178 26.324  -0.70
C 8.158 -1.336 26.525  -0.63
O 8.882 -1.605 25.295  0.22
C 10.228 -1.410 25.349  0.23
C 11.013 -2.370 26.239  -0.05
O 10.964 -1.874 27.539  -0.46
C 11.979 -2.499 28.324  -0.71
H 4.961 0.940 26.885  0.32
H 4.328 -0.236 25.687  0.34
H 4.952 1.429 25.272  0.25
H 6.370 -1.921 25.589  0.19
H 6.101 -1.258 27.245  0.57
H 8.444 -2.132 27.213  0.39
H 8.415 -0.340 26.886  0.31
H 10.473 -0.364 25.535  0.55
H 10.558 -1.439 24.310  -0.84
H 12.021 -2.271 25.836  0.75
H 10.679 -3.408 26.236  -0.33
H 11.721 -2.109 29.309  0.36
H 12.930 -2.087 27.989  0.26
H 11.828 -3.577 28.259  0.26
C 14.110 -4.869 17.784  -0.79
O 13.346 -5.422 18.846  0.01
C 13.916 -6.531 19.472  -0.42
C 12.864 -7.072 20.409  0.20
O 13.285 -8.205 21.233  -0.53
C 14.225 -7.881 22.279  0.39
C 14.465 -9.066 23.255  -0.86
O 13.457 -9.138 24.204  -0.13
C 13.638 -10.210 25.087  -0.89
H 15.098 -4.662 18.194  0.33
H 13.629 -3.955 17.434  0.06
H 14.221 -5.656 17.038  0.37
H 14.818 -6.300 20.039  0.14
H 14.066 -7.349 18.767  0.35
H 12.013 -7.356 19.791  0.32
H 12.665 -6.240 21.084  -0.15
H 13.839 -7.077 22.906  0.05
H 15.137 -7.613 21.746  0.02
H 15.376 -8.923 23.837  0.30
H 14.600 -10.030 22.767  0.62
H 14.634 -10.164 25.529  0.38
H 13.463 -11.117 24.509  0.29
H 12.817 -10.081 25.792  0.23
C 14.408 -4.980 25.918  1.43
C 14.629 -4.624 27.370  -0.63
C 15.634 -5.680 27.896  -0.87
S 14.977 -7.273 27.159  1.19
O 14.076 -7.828 28.148  -0.71
O 16.065 -8.074 26.644  -0.63
C 14.059 -6.478 25.794  0.84
H 15.323 -4.729 25.381  -0.50
H 13.571 -4.451 25.463  -0.62
H 13.736 -4.811 27.967  0.10
H 14.929 -3.581 27.466  0.49
H 15.760 -6.009 28.927  0.58
H 16.632 -5.569 27.472  0.18
H 13.009 -6.762 25.864  0.43
H 14.247 -7.013 24.862  -1.65
C 9.390 -5.809 23.678  0.47
C 9.997 -6.268 25.050  0.70
C 8.876 -6.729 25.926  -1.08
S 7.389 -5.660 25.648  1.01
O 7.376 -4.576 26.646  -0.57
O 6.285 -6.625 25.493  -0.72
C 8.125 -5.009 24.067  -0.22
H 9.119 -6.662 23.057  0.37
H 10.114 -5.190 23.147  -0.71
H 10.393 -5.404 25.584  -0.81
H 10.830 -6.949 24.877  0.28
H 9.022 -6.903 26.992  0.54
H 8.541 -7.661 25.469  0.43
H 8.461 -4.021 24.382  -0.50
H 7.395 -4.661 23.336  0.74
C 12.239 0.747 15.572  -0.51
C 11.440 1.159 14.315  -0.79
C 9.959 1.418 14.935  -0.92
S 9.682 -0.128 15.958  1.04
O 9.093 -1.202 15.164  -0.61
O 9.001 0.298 17.142  -0.52
C 11.510 -0.343 16.328  0.02
H 12.272 1.674 16.144  0.04
H 13.287 0.480 15.435  0.48
H 11.362 0.307 13.640  0.36
H 11.874 2.080 13.927  0.40
H 9.141 1.536 14.224  0.47
H 9.977 2.234 15.657  0.34
H 11.825 -1.335 16.003  0.45
H 11.668 -0.295 17.406  -0.20
C 9.659 -5.007 19.455  -0.47
C 9.909 -3.623 18.901  1.77
C 8.961 -3.429 17.649  -0.81
S 7.487 -4.476 18.064  1.07
O 7.349 -5.485 17.073  -0.69
O 6.369 -3.651 18.516  -0.63
C 8.159 -5.150 19.621  -0.43
H 10.163 -5.231 20.395  -0.23
H 10.043 -5.729 18.735  0.41
H 10.970 -3.619 18.654  -0.28
H 9.632 -2.891 19.660  -0.83
H 9.504 -3.894 16.826  0.62
H 8.671 -2.409 17.396  0.07
H 7.718 -6.112 19.880  0.63
H 7.991 -4.432 20.423  -0.02
C 7.840 1.231 21.792  -0.90
C 7.595 0.667 20.362  -0.42
C 7.315 -0.880 20.357  0.13
S 7.750 -1.548 22.066  0.82
O 8.711 -2.687 21.931  -0.05
O 6.497 -1.734 22.830  -0.75
C 8.524 0.097 22.623  0.54
H 6.849 1.496 22.160  0.20
H 8.413 2.158 21.773  0.51
H 8.505 0.856 19.793  -0.08
H 6.757 1.124 19.836  0.39
H 8.037 -1.297 19.655  -0.66
H 6.306 -1.160 20.054  0.62
H 9.586 0.148 22.383  -0.58
H 8.374 0.254 23.691  0.17
C 20.099 -1.999 20.760  -0.50
C 20.646 -0.598 20.593  -0.81
C 19.613 0.311 19.870  -0.81
S 18.050 -0.236 20.638  1.22
O 17.040 -0.489 19.627  -0.58
O 17.775 0.589 21.806  -0.70
C 18.635 -1.829 21.284  -0.32
H 20.702 -2.575 21.462  0.18
H 20.179 -2.490 19.790  0.36
H 21.633 -0.680 20.139  0.44
H 20.692 -0.170 21.594  0.30
H 19.511 -0.070 18.854  0.33
H 19.648 1.396 19.971  0.46
H 17.877 -2.565 21.018  0.20
H 18.523 -1.620 22.348  0.32
C 18.025 -7.124 22.930  -0.87
C 19.313 -6.394 22.542  -0.80
C 19.812 -5.531 23.582  -0.61
S 18.212 -5.048 24.497  1.22
O 17.818 -3.680 24.220  -0.60
O 18.288 -5.590 25.838  -0.73
C 17.005 -6.160 23.543  1.19
H 18.220 -7.901 23.670  0.41
H 17.680 -7.628 22.027  0.38
H 19.190 -5.864 21.597  0.24
H 20.139 -6.969 22.123  0.50
H 20.314 -4.695 23.094  0.22
H 20.401 -6.064 24.328  0.36
H 16.582 -5.525 22.764  -0.06
H 16.169 -6.521 24.141  -0.71
C 12.634 -2.121 20.259  0.46
C 13.870 -1.249 20.352  0.40
C 14.821 -2.041 21.225  -1.26
S 13.861 -3.005 22.498  0.65
O 13.959 -2.412 23.815  -0.77
O 14.262 -4.374 22.321  0.32
C 12.230 -2.580 21.711  0.33
H 12.800 -3.045 19.705  -1.16
H 11.791 -1.581 19.829  0.57
H 13.589 -0.335 20.876  -0.87
H 14.385 -0.941 19.442  0.62
H 15.543 -1.440 21.778  0.82
H 15.276 -2.785 20.572  0.09
H 11.796 -1.730 22.238  -0.92
H 11.568 -3.434 21.859  0.15
C 12.272 1.237 23.320  -0.69
O 11.965 1.327 21.902  -0.06
C 12.704 2.323 21.234  -0.57
C 12.360 2.275 19.761  -0.90
O 13.204 1.414 18.994  0.21
C 14.329 2.012 18.468  -1.02
H 11.727 2.014 23.858  0.37
H 13.311 1.273 23.647  0.49
H 11.973 0.285 23.758  -0.12
H 13.729 2.026 21.455  0.31
H 12.491 3.312 21.639  0.46
H 12.422 3.313 19.436  0.43
H 11.309 2.092 19.534  0.40
H 14.708 1.205 17.840  0.28
H 15.051 2.308 19.228  0.29
H 14.249 2.940 17.902  0.30